Entry 1:
Formula: C13H25BFLa
Source: the OMol25 dataset
Level of theory: wB97M-V/def2-TZVPD

Element x y z (Å)
C1 0.15 1.71 -4.96
C2 -0.15 1.13 -3.90
B1 -0.35 0.57 -2.49
F1 -1.22 -0.51 -2.46
C3 -0.86 1.82 -1.55
C4 0.26 2.72 -1.02
C5 1.31 2.03 -0.15
C6 1.08 2.24 1.35
C7 -0.17 1.53 1.88
C8 -0.19 0.03 1.52
C9 -1.41 -0.61 2.17
C10 -1.60 -2.11 1.88
C11 -0.28 -2.90 1.73
C12 0.13 -3.11 0.27
C13 1.52 -3.78 0.25
H1 0.10 2.12 -5.97
H2 0.75 0.16 -2.12
H3 -1.50 2.48 -2.18
H4 -1.54 1.46 -0.78
H5 0.78 3.31 -1.86
H6 -0.21 3.48 -0.40
H7 2.28 2.47 -0.39
H8 1.42 0.97 -0.34
H9 1.93 1.79 1.86
H10 1.06 3.30 1.60
H11 -0.24 1.59 2.96
H12 -1.04 1.99 1.39
H13 0.75 -0.37 1.90
H14 -0.24 -0.03 0.43
H15 -2.27 -0.05 1.82
H16 -1.36 -0.42 3.24
H17 -2.13 -2.56 2.72
H18 -2.24 -2.22 1.01
H19 0.50 -2.42 2.31
H20 -0.44 -3.88 2.19
H21 -0.58 -3.74 -0.25
H22 0.23 -2.13 -0.20
H23 1.52 -4.63 0.92
H24 2.28 -3.07 0.56
H25 1.72 -4.15 -0.75
La1 0.25 3.76 -4.20

Results
- Total charge: +2
- E_tot: -665.8173 Ha
- Maximum force: 3.86 eV/Å

---

Entry 2:
Formula: C4H5CrN6O15
Source: the OMol25 dataset
Level of theory: wB97M-V/def2-TZVPD

Element x y z (Å)
Cr1 1.22 1.62 -0.64
N1 -0.91 3.74 0.86
O1 -0.41 2.86 0.17
O2 -0.47 4.87 0.82
O3 -1.79 3.49 1.69
N2 1.10 -0.87 0.36
O4 0.67 0.15 0.83
O5 1.04 -1.99 0.70
O6 1.70 -0.51 -0.60
N3 4.57 1.96 -1.69
O7 3.48 1.54 -1.26
O8 4.70 1.90 -2.91
O9 5.32 2.58 -0.95
N4 2.72 3.47 1.45
O10 2.24 2.49 1.02
O11 1.97 4.47 1.63
O12 3.90 3.69 1.16
N5 -0.02 1.21 -3.06
O13 1.16 1.47 -3.01
O14 -0.39 0.97 -1.89
O15 -0.74 1.12 -4.03
N6 -2.32 -3.94 1.75
C1 -3.57 -4.30 2.02
C2 -4.22 -4.30 0.80
C3 -3.34 -3.87 -0.23
C4 -2.12 -3.68 0.41
H1 -1.56 -3.84 2.41
H2 -3.90 -4.49 3.03
H3 -5.24 -4.54 0.52
H4 -3.62 -3.71 -1.27
H5 -1.18 -3.53 -0.12

Results
- Total charge: -1
- E_tot: -2656.3430 Ha
- 2S+1: 5
- Maximum force: 9.26 eV/Å
- ⟨S²⟩: 6.15

---

Entry 3:
Formula: C19H43IO11P2S
Source: the OMol25 dataset
Level of theory: wB97M-V/def2-TZVPD

Element x y z (Å)
O1 3.26 -2.43 0.61
S1 2.75 -1.90 -0.62
O2 3.29 -2.47 -1.81
C1 2.99 -0.15 -0.63
C2 1.81 0.53 0.15
C3 1.07 -0.39 1.13
C4 0.55 -1.71 0.54
C5 -0.95 -1.78 0.37
C6 -1.50 -0.74 -0.64
C7 -2.38 0.29 0.08
I1 -2.66 2.06 -1.06
O3 1.18 -2.06 -0.72
H1 2.95 0.21 -1.66
H2 3.98 0.10 -0.24
H3 1.09 1.01 -0.51
H4 2.23 1.33 0.75
H5 0.19 0.18 1.45
H6 1.63 -0.57 2.04
H7 0.81 -2.50 1.25
H8 -1.44 -1.64 1.34
H9 -1.19 -2.79 0.02
H10 -2.15 -1.28 -1.33
H11 -0.69 -0.28 -1.20
H12 -3.36 -0.15 0.23
H13 -1.98 0.53 1.06
O4 -6.15 -3.44 -5.40
P1 -5.62 -3.32 -4.03
O5 -6.63 -4.03 -3.00
C8 -7.33 -5.23 -3.35
C9 -6.63 -6.46 -2.80
O6 -5.82 -1.78 -3.62
C10 -6.10 -0.77 -4.60
C11 -7.58 -0.45 -4.63
O7 -4.27 -3.40 -3.18
C12 -3.45 -4.59 -3.20
C13 -3.25 -5.15 -4.59
H14 -7.45 -5.31 -4.43
H15 -8.33 -5.15 -2.91
H16 -5.68 -6.63 -3.31
H17 -7.25 -7.35 -2.94
H18 -6.42 -6.34 -1.74
H19 -5.75 -1.08 -5.59
H20 -5.53 0.11 -4.32
H21 -8.17 -1.35 -4.79
H22 -7.81 0.26 -5.42
H23 -7.89 -0.02 -3.68
H24 -3.89 -5.34 -2.53
H25 -2.49 -4.30 -2.77
H26 -4.19 -5.49 -5.03
H27 -2.56 -6.00 -4.57
H28 -2.83 -4.39 -5.25
O8 6.20 3.83 5.05
P2 5.11 4.02 4.09
O9 4.81 5.60 3.91
C14 5.87 6.55 3.92
C15 6.29 6.94 2.51
O10 3.77 3.55 4.86
C16 3.83 2.79 6.06
C17 3.64 3.68 7.27
O11 4.53 3.48 2.70
C18 5.34 3.50 1.50
C19 6.75 2.99 1.73
H29 6.73 6.19 4.48
H30 5.49 7.43 4.44
H31 6.79 6.10 2.01
H32 6.98 7.78 2.53
H33 5.42 7.21 1.92
H34 4.77 2.24 6.13
H35 3.03 2.05 6.01
H36 4.36 4.50 7.27
H37 3.76 3.11 8.19
H38 2.64 4.12 7.26
H39 5.34 4.50 1.08
H40 4.83 2.85 0.79
H41 7.30 3.65 2.41
H42 7.29 2.95 0.79
H43 6.73 2.00 2.18

Results
- E_tot: -2956.1230 Ha
- Maximum force: 5.03 eV/Å

---

Entry 4:
Formula: C21H17I2IrN3O2S
Source: the OMol25 dataset
Level of theory: wB97M-V/def2-TZVPD

Element x y z (Å)
Ir1 0.03 -0.15 0.07
O1 0.32 3.19 2.36
S1 0.60 1.79 2.34
O2 -0.46 0.83 2.59
N1 1.12 1.28 0.87
C1 1.95 1.99 0.01
C2 2.70 3.10 0.28
C3 3.54 3.63 -0.71
C4 3.64 3.07 -1.95
C5 2.87 1.92 -2.26
C6 2.91 1.26 -3.51
C7 2.13 0.16 -3.70
C8 1.29 -0.29 -2.67
N2 1.20 0.31 -1.50
C9 2.02 1.40 -1.28
C10 1.90 1.47 3.47
C11 2.65 2.53 3.96
C12 3.70 2.26 4.83
C13 3.99 0.95 5.19
C14 3.22 -0.10 4.70
C15 2.17 0.16 3.84
H1 2.65 3.58 1.25
H2 4.12 4.52 -0.48
H3 4.30 3.48 -2.71
H4 3.56 1.63 -4.29
H5 2.14 -0.39 -4.63
H6 0.68 -1.17 -2.83
H7 2.40 3.54 3.69
H8 4.29 3.08 5.23
H9 4.80 0.75 5.87
H10 3.43 -1.11 5.01
H11 1.54 -0.65 3.47
I1 -0.47 -2.53 1.86
C16 1.08 -1.77 0.58
H12 1.23 -2.48 -0.23
H13 1.98 -1.63 1.16
I2 -1.86 -1.69 -1.86
C17 -3.08 -0.30 -0.85
C18 -4.44 -0.24 -1.06
C19 -5.15 0.69 -0.30
C20 -4.47 1.48 0.62
C21 -3.11 1.33 0.75
N3 -2.42 0.45 0.01
H14 -4.93 -0.89 -1.77
H15 -6.22 0.78 -0.43
H16 -5.00 2.20 1.23
H17 -2.53 1.91 1.46

Results
- Total charge: +1
- E_tot: -2222.8619 Ha
- Maximum force: 1.91 eV/Å

---

Entry 5:
Formula: CHI2P
Source: the OMol25 dataset
Level of theory: wB97M-V/def2-TZVPD

Element x y z (Å)
C1 2.07 0.38 -0.11
P1 1.59 1.87 -0.27
I1 2.19 -1.61 0.09
I2 -2.51 0.16 0.51
H1 -3.34 -0.81 -0.21

Results
- E_tot: -975.3560 Ha
- Maximum force: 3.95 eV/Å

---

Entry 6:
Formula: C5H3NO
Source: the OMol25 dataset
Level of theory: wB97M-V/def2-TZVPD

Element x y z (Å)
C1 2.79 -0.11 -0.04
C2 1.60 0.10 -0.15
C3 0.17 0.12 -0.02
C4 -0.78 1.09 -0.05
C5 -1.83 -0.77 -0.04
H1 3.85 -0.49 0.17
H2 -0.59 2.12 0.10
H3 -2.63 -1.50 0.25
N1 -2.06 0.52 -0.10
O1 -0.50 -1.08 -0.11

Results
- E_tot: -322.2217 Ha
- Maximum force: 2.73 eV/Å

---

Entry 7:
Formula: C4H8N2O2
Source: the OMol25 dataset
Level of theory: wB97M-V/def2-TZVPD

Element x y z (Å)
C1 0.31 -0.28 -1.52
C2 0.76 0.49 -0.26
C3 -0.34 0.58 0.76
N1 0.04 -1.66 -1.18
C4 -0.05 -0.20 2.20
O1 -0.74 0.39 -2.19
N2 0.42 0.99 2.29
O2 -1.50 0.84 0.49
H1 -1.42 0.59 -1.54
H2 1.14 -0.28 -2.24
H3 -0.23 -2.17 -2.01
H4 -0.72 -1.72 -0.51
H5 0.33 1.57 3.12
H6 1.65 0.02 0.16
H7 1.01 1.51 -0.55
H8 -0.66 -0.68 2.97

Results
- E_tot: -417.1034 Ha
- Maximum force: 3.17 eV/Å

---

Entry 8:
Formula: C3H3NO
Source: the OMol25 dataset
Level of theory: wB97M-V/def2-TZVPD

Element x y z (Å)
N1 -0.72 -1.22 -0.38
C1 -0.40 -2.28 -0.82
C2 0.20 -0.07 -0.45
C3 -0.04 0.83 0.65
O1 1.19 0.09 0.52
H1 0.46 0.29 -1.47
H2 0.01 1.89 0.51
H3 -0.71 0.46 1.44

Results
- E_tot: -245.9887 Ha
- Maximum force: 2.58 eV/Å

---

Entry 9:
Formula: C17H36BN5O13P2
Source: the OMol25 dataset
Level of theory: wB97M-V/def2-TZVPD

Element x y z (Å)
C1 3.26 2.92 2.68
C2 3.48 2.56 1.20
O1 3.68 1.15 1.08
C3 4.70 0.82 0.15
C4 4.38 -0.55 -0.47
O2 4.48 -0.57 -1.87
C5 3.24 -0.23 -2.48
C6 2.26 -1.40 -2.44
O3 1.00 -0.96 -2.02
C7 0.15 -2.10 -1.85
N1 -1.15 -1.71 -1.55
C8 -1.52 -1.24 -0.32
N2 -0.58 -1.12 0.72
C9 -0.44 -2.24 1.73
C10 -0.41 -3.61 1.17
O4 -1.16 -4.09 0.45
O5 0.65 -4.45 1.66
C11 1.83 -4.25 1.00
C12 2.34 -5.44 0.24
O6 2.43 -3.25 1.03
C13 -1.13 0.06 1.43
P1 -0.36 0.56 3.01
N3 -0.79 -0.29 4.29
C14 -2.66 -0.21 1.40
C15 -3.57 0.90 1.92
O7 -3.02 2.17 2.15
O8 -2.82 2.78 0.90
N4 -2.76 -0.78 0.06
B1 -3.74 -0.40 -0.94
O9 -5.10 -0.76 -0.71
N5 -3.39 0.26 -2.16
C16 -2.56 1.46 -1.88
C17 -4.57 0.71 -2.93
H1 3.87 3.78 2.95
H2 2.23 3.17 2.89
H3 3.55 2.08 3.29
H4 4.34 3.11 0.83
H5 2.58 2.82 0.65
H6 5.65 0.75 0.68
H7 4.77 1.53 -0.67
H8 3.40 -0.87 -0.10
H9 5.09 -1.28 -0.08
H10 3.46 0.02 -3.51
H11 2.78 0.61 -1.95
H12 2.25 -1.90 -3.41
H13 2.67 -2.13 -1.73
H14 0.58 -2.80 -1.13
H15 0.13 -2.62 -2.82
H16 -1.83 -1.77 -2.29
H17 0.50 -2.09 2.24
H18 -1.20 -2.23 2.52
H19 1.78 -6.34 0.44
H20 3.37 -5.63 0.51
H21 2.31 -5.19 -0.82
H22 -0.98 0.83 0.67
H23 -0.69 1.92 3.16
H24 1.03 0.51 2.77
H25 0.05 -0.72 4.66
H26 -2.89 -1.04 2.08
H27 -3.88 0.59 2.91
H28 -4.49 1.07 1.35
H29 -1.95 3.22 0.97
H30 -5.62 0.01 -0.44
H31 -3.13 2.14 -1.26
H32 -1.70 1.20 -1.28
H33 -2.25 2.03 -2.75
H34 -5.19 1.35 -2.31
H35 -5.12 -0.13 -3.35
H36 -4.19 1.34 -3.72
O10 -2.96 4.80 -1.95
P2 -1.49 5.20 -1.71
O11 -1.21 6.52 -2.46
O12 -0.54 4.10 -2.26
O13 -1.23 5.33 -0.20

Results
- Total charge: -2
- E_tot: -2628.5862 Ha
- Maximum force: 4.59 eV/Å

---

Entry 10:
Formula: C31H34N5OPS3V
Source: the OMol25 dataset
Level of theory: wB97M-V/def2-TZVPD

Element x y z (Å)
V1 0.50 -0.66 -0.92
C1 2.45 -2.89 -1.70
C2 1.42 -3.47 -0.76
N1 0.98 -2.45 0.24
C3 1.86 -2.30 1.43
C4 3.08 -1.44 1.17
S1 2.70 0.01 0.12
C5 3.85 -0.20 -1.27
C6 3.19 -0.72 -2.55
N2 2.02 -1.57 -2.23
H1 3.40 -2.74 -1.19
H2 2.65 -3.59 -2.51
H3 0.53 -3.78 -1.31
H4 1.82 -4.35 -0.25
H5 0.08 -2.78 0.60
H6 1.24 -1.85 2.21
H7 2.17 -3.28 1.79
H8 3.46 -1.06 2.12
H9 3.88 -2.00 0.70
H10 4.30 0.78 -1.46
H11 4.66 -0.84 -0.91
H12 2.85 0.10 -3.17
H13 3.92 -1.29 -3.13
H14 1.53 -1.74 -3.11
S2 -1.19 -1.90 -3.59
C7 -2.08 -3.25 -2.88
S3 -2.48 -2.97 -1.20
C8 -2.43 -4.36 -3.56
C9 -3.21 -5.35 -2.89
N3 -3.77 -6.16 -2.30
C10 -1.97 -4.52 -4.90
N4 -1.55 -4.56 -5.97
C11 1.17 0.96 3.31
C12 1.23 2.21 2.48
C13 1.99 3.27 2.95
C14 2.07 4.47 2.27
C15 1.38 4.64 1.08
C16 0.61 3.59 0.59
C17 0.52 2.38 1.29
P1 -0.53 1.06 0.63
C18 -1.66 0.54 1.94
C19 -1.82 -0.83 2.14
C20 -2.63 -1.34 3.14
C21 -3.31 -0.44 3.96
C22 -3.16 0.92 3.77
C23 -2.34 1.45 2.78
C24 -2.23 2.95 2.68
C25 -1.44 1.73 -0.76
C26 -2.77 2.14 -0.76
C27 -3.34 2.60 -1.93
C28 -2.59 2.64 -3.10
C29 -1.27 2.21 -3.11
C30 -0.68 1.75 -1.94
C31 0.72 1.22 -1.89
H15 0.37 1.01 4.05
H16 2.10 0.80 3.84
H17 0.96 0.06 2.71
H18 2.54 3.15 3.88
H19 2.67 5.28 2.67
H20 1.43 5.57 0.53
H21 0.05 3.74 -0.33
H22 -1.30 -1.53 1.49
H23 -2.75 -2.40 3.27
H24 -3.95 -0.81 4.75
H25 -3.70 1.60 4.42
H26 -1.37 3.32 3.23
H27 -3.13 3.41 3.10
H28 -2.14 3.31 1.66
H29 -3.36 2.08 0.15
H30 -4.37 2.92 -1.94
H31 -3.04 3.01 -4.02
H32 -0.70 2.24 -4.03
H33 1.41 1.91 -1.39
H34 1.09 1.04 -2.91
O1 -1.87 -1.37 -1.19
N5 -0.77 -1.30 -2.08

Results
- Total charge: +2
- E_tot: -4030.0021 Ha
- 2S+1: 2
- Maximum force: 0.28 eV/Å
- ⟨S²⟩: 0.83